Formula: CH2BrClFNO2S
Source: OMol25
Level of theory: ωB97M-V/def2-TZVPD

Last columns: bonded neighbours and bond lengths (Å).
Element x y z (Å)
1 C 0.58 1.16 0.04  F5 1.357, S6 1.734, Br8 1.818
2 N -1.78 0.25 -0.03  S6 1.653, H9 1.018, H10 1.029
3 O -0.21 -0.94 1.45  S6 1.428
4 O -0.01 -1.33 -0.88  S6 1.436
5 F 0.30 1.71 -1.16  C1 1.357
6 S -0.26 -0.36 0.15  C1 1.734, N2 1.653, O3 1.428, O4 1.436, Br8 2.805
7 Cl 3.44 -1.25 -0.48  Br8 2.414
8 Br 2.32 0.73 0.35  C1 1.818, S6 2.805, Cl7 2.414
9 H -2.32 -0.55 -0.34  N2 1.018
10 H -2.05 0.58 0.91  N2 1.029

Computed properties:
Energy relative to the best compared isomer or geometry (same formula, charge and spin)   368.6 kJ/mol
E_tot   -102767.495 eV
Frontier orbital gap (alpha / beta)   7.5998 / 7.7442 eV